Model w:
{
  "formula": "C3H6N2OS",
  "method": "wB97M-V/def2-TZVPD",
  "symbols": ["C", "S", "O", "H", "H", "C", "H", "N", "H", "H", "N", "H", "C"],
  "xyz": [[-0.9309, -0.7884, 0.3674], [1.7523, -0.2273, 0.9628], [0.0655, 0.9332, -0.7205], [-1.5254, -2.2897, 1.6340], [1.5228, 2.3372, -0.2583], [1.1704, 1.7381, -1.1177], [0.8356, 2.3770, -1.8998], [-1.7846, -0.6842, -0.5807], [-2.5306, -1.3652, -0.5397], [0.0533, -1.6732, 1.8341], [-0.9076, -1.4735, 1.5863], [1.9807, 1.0709, -1.4979], [0.2984, 0.0453, 0.2300]],
  "nbo_charge": [0.338, -0.118, -0.438, 0.382, 0.200, -0.265, 0.200, -0.637, 0.340, 0.404, -0.812, 0.200, 0.207],
  "charge": 0,
  "orbital_gap_ev": 8.96,
  "smiles": "[H]/N=C(\\N)C(=S)OC",
  "spin_multiplicity": 1
}

---

Model x:
{
  "formula": "C3H6N2OS",
  "method": "wB97M-V/def2-TZVPD",
  "symbols": ["H", "N", "H", "H", "C", "S", "O", "N", "H", "C", "H", "H", "C"],
  "xyz": [[2.4501, 1.7731, -0.1470], [-2.0725, -1.3033, -0.0370], [0.7466, 1.9167, -0.6415], [1.1182, 1.8125, 1.0129], [1.3498, -0.0820, -0.0426], [-1.6526, 1.2737, -0.0699], [2.3465, -0.7799, -0.1144], [0.1094, -0.7324, 0.0422], [-1.8663, -2.2874, 0.1843], [-1.2160, -0.2804, 0.0275], [-3.0336, -1.0119, -0.1632], [0.2647, -1.7379, -0.0745], [1.4558, 1.4391, 0.0232]],
  "nbo_charge": [0.236, -0.791, 0.256, 0.246, 0.707, -0.179, -0.583, -0.647, 0.402, 0.254, 0.419, 0.403, -0.724],
  "charge": 0,
  "orbital_gap_ev": 9.41,
  "smiles": "CC(=O)NC(N)=S",
  "spin_multiplicity": 1
}

---

Model y:
{
  "formula": "C3H6N2OS",
  "method": "wB97M-V/def2-TZVPD",
  "symbols": ["N", "H", "S", "H", "N", "H", "H", "H", "C", "C", "O", "H", "C"],
  "xyz": [[1.1437, -1.5718, 0.1573], [-0.2083, 2.8606, -0.0838], [-0.6590, -0.8637, -2.4637], [1.2037, -2.1153, -0.7182], [-0.7188, -0.8385, 1.2227], [1.1051, 1.3970, 0.1833], [1.1853, -2.3746, 0.8257], [-1.5166, -0.1323, 1.3397], [0.0145, 1.7804, 0.1999], [-0.3615, -0.0156, -1.0936], [-0.7249, 1.2023, -0.9448], [-0.4248, 1.5241, 1.1669], [-0.0385, -0.8527, 0.2085]],
  "nbo_charge": [-0.817, 0.221, -0.049, 0.389, -0.677, 0.215, 0.387, 0.357, -0.290, 0.178, -0.476, 0.201, 0.362],
  "charge": 0,
  "orbital_gap_ev": 8.84,
  "smiles": "[H]/N=C(/N)C(=S)OC",
  "spin_multiplicity": 1
}

---

Model z:
{
  "formula": "C3H6N2OS",
  "method": "wB97M-V/def2-TZVPD",
  "symbols": ["H", "S", "O", "H", "N", "N", "H", "H", "H", "H", "C", "C", "C"],
  "xyz": [[2.5333, -1.1092, 0.1590], [2.0799, 0.0085, 0.3963], [0.4123, -1.4616, -0.8204], [0.4457, 2.4738, -0.9018], [-1.9737, 0.4357, -0.0446], [-0.3226, 1.9180, -0.2343], [-3.3666, -1.1147, -0.1662], [-0.9871, 2.6157, 0.5915], [-1.0572, -1.5985, 0.2312], [-2.6352, -1.2470, 1.7802], [-0.7100, 0.5731, -0.1814], [-2.2857, -1.0112, 0.4986], [0.4231, -0.3851, -0.2370]],
  "nbo_charge": [0.116, 0.036, -0.531, 0.431, -0.380, -0.878, 0.230, 0.434, 0.241, 0.215, 0.246, -0.535, 0.374],
  "charge": 0,
  "orbital_gap_ev": 8.69,
  "spin_multiplicity": 1
}

---

Short version: model x is the most stable of them.

---

Model w:
{
  "formula": "C3H6N2OS",
  "method": "wB97M-V/def2-TZVPD",
  "symbols": ["H", "H", "H", "N", "O", "C", "C", "S", "H", "N", "H", "C", "H"],
  "xyz": [[-0.6780, 1.6167, -0.4210], [0.0893, 0.8187, -2.3737], [1.8743, 0.5975, -1.4209], [0.5272, -1.0681, -0.9952], [-0.0840, -1.2443, 1.1866], [0.9162, 0.0350, -1.9490], [-0.6387, -0.3499, 2.0382], [-1.6501, 0.8222, 1.3066], [1.2014, -0.3811, -2.8778], [-0.5283, 0.7526, 0.1874], [-1.1705, -1.0252, 2.7372], [-0.0570, -0.5849, -0.0365], [0.1982, 0.0109, 2.6182]],
  "nbo_charge": [0.441, 0.173, 0.202, -0.474, -0.455, -0.452, -0.285, 0.461, 0.205, -0.887, 0.210, 0.675, 0.186],
  "charge": 0,
  "orbital_gap_ev": 8.67,
  "smiles": "C/N=C1\\NSCO1",
  "spin_multiplicity": 1
}

---

Model x:
{
  "formula": "C3H6N2OS",
  "method": "wB97M-V/def2-TZVPD",
  "symbols": ["C", "H", "C", "H", "O", "C", "H", "H", "N", "N", "S", "H", "H"],
  "xyz": [[0.2070, 0.2881, -0.1413], [3.2480, 0.1682, -0.6046], [-0.3580, -1.0722, 0.0800], [-2.4843, 1.5431, -0.8263], [-0.6742, 1.2973, -0.1544], [-2.0554, 0.9900, -0.0107], [-0.0885, -1.3004, 1.1646], [-2.3809, 1.3337, 0.9849], [1.4101, 0.5976, -0.1416], [2.4338, -0.4629, -0.2780], [-2.0799, -0.8361, -0.2627], [0.0212, -1.7308, -0.5915], [2.8012, -0.8155, 0.7815]],
  "nbo_charge": [0.530, 0.370, -0.627, 0.212, -0.476, -0.179, 0.234, 0.194, -0.341, -0.692, 0.179, 0.254, 0.342],
  "charge": 0,
  "orbital_gap_ev": 9.72,
  "smiles": "N/N=C1\\CSCO1",
  "spin_multiplicity": 1
}

---

Short version: model x is the most stable of them.